{"formula": "C23H68F6N10O11P", "method": "ωB97M-V with the def2-TZVPD basis set", "species": ["P", "F", "F", "F", "F", "F", "F", "C", "O", "N", "N", "H", "H", "H", "H", "C", "O", "N", "N", "H", "H", "H", "H", "C", "O", "N", "N", "H", "H", "H", "H", "C", "O", "N", "N", "H", "H", "H", "H", "C", "O", "N", "N", "H", "H", "H", "H", "C", "C", "C", "O", "H", "H", "H", "H", "H", "H", "H", "H", "C", "C", "C", "O", "H", "H", "H", "H", "H", "H", "H", "H", "C", "C", "C", "O", "H", "H", "H", "H", "H", "H", "H", "H", "C", "C", "C", "O", "H", "H", "H", "H", "H", "H", "H", "H", "C", "C", "C", "O", "H", "H", "H", "H", "H", "H", "H", "H", "C", "C", "C", "O", "H", "H", "H", "H", "H", "H", "H", "H"], "coordinates": [[-16.350, -7.036, -5.999], [-14.762, -7.166, -5.850], [-16.068, -6.638, -7.550], [-16.316, -8.593, -6.480], [-17.913, -6.919, -6.359], [-16.564, -7.458, -4.392], [-16.405, -5.492, -5.525], [-14.664, -4.517, -14.542], [-14.865, -4.466, -15.726], [-14.713, -3.563, -13.704], [-14.846, -5.568, -13.895], [-14.440, -3.491, -12.734], [-14.929, -2.732, -14.235], [-15.020, -6.410, -14.426], [-14.750, -5.500, -12.892], [-13.347, -11.771, -9.579], [-12.688, -12.268, -10.442], [-13.127, -12.089, -8.299], [-14.245, -10.863, -9.873], [-13.845, -11.825, -7.639], [-12.428, -12.719, -7.932], [-14.760, -10.398, -9.140], [-14.506, -10.582, -10.808], [-19.508, -2.304, -11.249], [-20.644, -2.287, -11.632], [-19.105, -3.152, -10.325], [-18.594, -1.585, -11.881], [-19.744, -3.905, -10.114], [-18.157, -3.152, -9.977], [-18.731, -1.014, -12.703], [-17.632, -1.669, -11.585], [-21.104, -4.007, -2.048], [-21.956, -3.501, -1.361], [-20.871, -3.833, -3.310], [-20.222, -4.844, -1.646], [-21.425, -3.171, -3.834], [-20.054, -4.214, -3.766], [-19.413, -5.256, -2.089], [-20.334, -4.915, -0.644], [-10.943, -2.640, -2.069], [-10.094, -2.301, -1.347], [-10.820, -3.350, -3.143], [-12.177, -2.832, -1.645], [-11.601, -3.838, -3.557], [-9.917, -3.232, -3.579], [-12.802, -3.214, -2.340], [-12.514, -2.555, -0.734], [-18.214, 0.927, -2.739], [-18.474, 2.305, -3.405], [-17.147, 3.186, -3.365], [-18.902, 1.999, -4.650], [-19.024, 0.539, -2.121], [-17.344, 1.139, -2.117], [-17.920, 0.161, -3.455], [-19.159, 2.980, -2.891], [-16.870, 3.621, -2.405], [-17.247, 4.082, -3.978], [-16.338, 2.549, -3.721], [-19.473, 1.237, -4.530], [-18.261, -13.384, -4.601], [-19.577, -12.558, -4.534], [-20.728, -13.487, -4.160], [-19.506, -11.722, -3.373], [-18.315, -14.062, -5.453], [-18.164, -13.942, -3.669], [-17.356, -12.793, -4.736], [-19.807, -12.079, -5.486], [-20.828, -14.192, -4.985], [-21.660, -12.940, -4.019], [-20.480, -14.021, -3.243], [-18.795, -11.117, -3.596], [-12.432, -0.510, -9.617], [-13.172, -1.230, -8.458], [-13.775, -0.277, -7.470], [-14.265, -2.018, -8.974], [-13.073, 0.136, -10.218], [-12.039, -1.160, -10.399], [-11.732, 0.247, -9.266], [-12.573, -1.922, -7.867], [-13.092, -0.193, -6.624], [-14.700, -0.568, -6.974], [-13.830, 0.717, -7.915], [-14.389, -2.757, -8.375], [-23.937, -7.630, -6.377], [-24.008, -7.714, -7.933], [-23.872, -6.350, -8.510], [-22.870, -8.442, -8.432], [-23.812, -8.651, -6.016], [-24.908, -7.370, -5.956], [-23.138, -7.035, -5.933], [-24.932, -8.140, -8.324], [-24.628, -5.654, -8.147], [-23.981, -6.582, -9.570], [-22.935, -5.910, -8.169], [-22.071, -8.045, -8.077], [-16.676, -9.952, 1.351], [-15.290, -9.399, 1.028], [-15.269, -7.873, 1.107], [-14.230, -9.956, 1.753], [-16.860, -10.952, 0.960], [-17.548, -9.313, 1.214], [-16.591, -10.293, 2.383], [-15.135, -9.606, -0.030], [-15.436, -7.519, 2.124], [-15.987, -7.339, 0.484], [-14.375, -7.480, 0.624], [-13.563, -9.273, 1.853], [-10.573, -11.402, -2.586], [-9.414, -12.055, -3.353], [-8.289, -12.541, -2.415], [-9.768, -13.190, -3.966], [-11.279, -10.975, -3.298], [-10.300, -10.698, -1.799], [-11.216, -12.091, -2.039], [-8.982, -11.300, -4.010], [-8.684, -13.399, -1.872], [-7.982, -11.807, -1.670], [-7.411, -12.991, -2.880], [-8.953, -13.513, -4.357]], "lowdin_charge": [0.145, -0.172, -0.201, -0.197, -0.176, -0.213, -0.184, -0.876, 0.051, 0.159, 0.165, 0.121, 0.122, 0.134, 0.124, -0.787, 0.027, 0.157, 0.167, 0.098, 0.111, 0.107, 0.118, -0.786, 0.033, 0.166, 0.155, 0.120, 0.106, 0.114, 0.094, -0.832, 0.044, 0.157, 0.155, 0.117, 0.116, 0.125, 0.120, -0.834, 0.087, 0.154, 0.143, 0.115, 0.121, 0.099, 0.116, -0.051, -0.510, -0.052, -0.035, 0.075, 0.065, 0.084, 0.123, 0.070, 0.067, 0.072, 0.092, -0.059, -0.474, -0.077, -0.061, 0.072, 0.077, 0.071, 0.134, 0.075, 0.078, 0.079, 0.085, -0.051, -0.467, -0.072, -0.077, 0.072, 0.071, 0.076, 0.129, 0.074, 0.084, 0.076, 0.084, -0.057, -0.483, -0.088, -0.065, 0.069, 0.071, 0.079, 0.137, 0.081, 0.087, 0.083, 0.084, -0.053, -0.515, -0.072, -0.032, 0.072, 0.081, 0.072, 0.127, 0.084, 0.077, 0.076, 0.082, -0.043, -0.547, -0.068, -0.026, 0.077, 0.077, 0.078, 0.131, 0.081, 0.073, 0.071, 0.097], "gap_ev": 9.40, "charge": -1, "homo_energy_ev": -7.9, "lumo_energy_ev": 1.5, "spin_multiplicity": 1}

---

{"formula": "C9H20FNO5PSi", "method": "ωB97M-V with the def2-TZVPD basis set", "species": ["C", "C", "C", "Si", "C", "C", "F", "C", "C", "O", "O", "C", "C", "O", "P", "N", "O", "H", "H", "H", "H", "H", "H", "H", "H", "H", "H", "H", "H", "H", "H", "H", "H", "H", "H", "H", "O", "H"], "coordinates": [[-1.511, -2.001, 1.419], [0.021, -1.952, 0.858], [0.799, -0.596, 1.240], [0.673, 0.816, -0.053], [-0.025, 2.456, 0.712], [-0.991, 2.207, 1.969], [-0.393, 2.859, 3.108], [-0.191, 0.336, -1.699], [-1.759, 0.104, -1.595], [-2.473, 0.303, -0.600], [-2.428, -0.339, -2.816], [-2.630, -1.748, -2.812], [-1.525, -2.854, -2.518], [-3.784, -2.149, -3.106], [2.783, 1.336, -0.614], [3.827, 1.083, 0.822], [3.224, 0.234, -1.876], [-2.174, -2.245, 0.506], [-1.868, -0.967, 1.770], [-1.649, -2.777, 2.244], [0.560, -2.801, 1.430], [0.090, -2.241, -0.246], [0.475, -0.299, 2.303], [1.914, -0.886, 1.341], [0.913, 3.041, 1.098], [-0.493, 3.089, -0.122], [-1.207, 1.100, 2.161], [-1.981, 2.746, 1.740], [0.375, -0.539, -2.168], [-0.039, 1.227, -2.420], [-0.473, -2.453, -2.360], [-1.474, -3.518, -3.458], [-1.804, -3.473, -1.591], [4.697, 0.660, 0.441], [4.100, 2.020, 1.179], [2.768, -0.610, -1.631], [2.159, 4.587, 2.377], [1.493, 4.242, 2.967]], "lowdin_charge": [-0.115, -0.288, -0.298, 0.485, -0.250, -0.215, -0.108, -0.182, -0.369, 0.103, 0.030, -0.390, -0.001, 0.057, 0.720, -0.244, -0.422, 0.055, 0.061, 0.071, 0.098, 0.063, 0.090, 0.067, 0.059, 0.086, 0.075, 0.117, 0.069, 0.118, 0.054, 0.105, 0.100, 0.017, 0.027, 0.017, -0.634, -0.230], "gap_ev": 4.56, "charge": -1, "homo_energy_ev": -2.5, "lumo_energy_ev": 2.1, "spin_multiplicity": 1}

---

{"formula": "C4H7ClN2", "method": "ωB97M-V with the def2-TZVPD basis set", "species": ["C", "C", "C", "C", "N", "N", "Cl", "H", "H", "H", "H", "H", "H", "H"], "coordinates": [[-0.095, -1.903, 0.685], [1.362, -1.942, 1.156], [-0.301, 0.483, 0.412], [-0.698, 1.085, -0.908], [-0.858, -0.929, 0.436], [1.125, 0.428, 0.587], [2.248, -3.137, 0.303], [-0.486, -2.891, 0.365], [1.649, -1.763, 2.218], [-0.707, 1.016, 1.346], [-0.042, 0.633, -1.810], [-0.508, 2.120, -0.711], [-1.811, 1.046, -1.212], [1.752, 0.505, -0.187]], "lowdin_charge": [-0.283, -0.519, -0.520, -0.098, 0.065, 0.102, 0.620, 0.101, 0.075, 0.155, 0.126, 0.048, 0.097, 0.031], "gap_ev": [7.97, 8.81], "charge": 0, "homo_energy_ev": [-8.6, -9.4], "lumo_energy_ev": [-0.6, -0.6], "e_above_lowest_ev": 5.129, "spin_multiplicity": 1}

---

{"formula": "C44H50INO4ReS4Si", "method": "ωB97M-V with the def2-TZVPD basis set", "species": ["Re", "C", "C", "C", "C", "O", "Si", "S", "O", "C", "C", "C", "C", "O", "C", "C", "C", "C", "H", "H", "H", "H", "H", "H", "H", "H", "H", "H", "H", "H", "H", "H", "H", "H", "H", "H", "H", "H", "H", "H", "H", "H", "H", "H", "H", "I", "C", "C", "C", "C", "C", "N", "H", "H", "H", "H", "O", "C", "C", "C", "C", "C", "S", "C", "C", "C", "C", "S", "C", "C", "C", "C", "S", "H", "H", "H", "H", "H", "H", "H", "H", "H", "C", "C", "C", "C", "C", "C", "C", "H", "H", "H", "H", "H", "C", "C", "C", "C", "C", "C", "C", "H", "H", "H", "H", "H"], "coordinates": [[3.575, -11.444, 20.301], [8.233, -10.447, 18.152], [7.398, -10.129, 19.381], [7.343, -11.367, 20.286], [7.713, -8.825, 20.084], [5.958, -10.027, 18.904], [5.136, -8.852, 18.096], [3.080, -9.488, 18.078], [5.621, -8.726, 16.580], [5.524, -9.415, 15.299], [5.137, -10.896, 15.485], [4.451, -8.680, 14.493], [6.878, -9.246, 14.643], [5.117, -7.459, 18.902], [4.494, -6.113, 18.898], [3.917, -5.882, 17.500], [3.438, -6.077, 19.979], [5.589, -5.104, 19.251], [9.269, -10.558, 18.492], [8.154, -9.615, 17.434], [7.903, -11.415, 17.724], [8.369, -11.668, 20.547], [6.872, -12.179, 19.693], [6.755, -11.126, 21.191], [8.641, -8.995, 20.644], [6.916, -8.546, 20.754], [7.924, -8.018, 19.370], [4.142, -11.036, 15.938], [5.921, -11.381, 16.071], [5.161, -11.318, 14.454], [3.479, -8.842, 14.963], [4.386, -9.143, 13.486], [4.670, -7.616, 14.350], [7.650, -9.839, 15.142], [7.179, -8.201, 14.665], [6.791, -9.626, 13.606], [2.899, -6.325, 17.465], [4.547, -6.287, 16.685], [3.786, -4.794, 17.369], [2.560, -6.690, 19.747], [3.129, -5.026, 20.060], [3.883, -6.401, 20.932], [6.397, -5.112, 18.489], [5.974, -5.254, 20.269], [5.140, -4.104, 19.254], [0.552, -13.063, 22.274], [0.005, -11.041, 21.946], [-1.308, -10.642, 22.254], [-1.717, -9.380, 21.799], [-0.796, -8.622, 21.065], [0.494, -9.097, 20.890], [0.892, -10.314, 21.298], [-1.971, -11.318, 22.775], [-2.731, -9.028, 21.969], [-1.049, -7.652, 20.656], [1.282, -8.514, 20.403], [4.334, -10.225, 21.710], [4.426, -10.146, 23.085], [4.951, -11.393, 23.768], [6.085, -11.583, 24.517], [6.217, -12.952, 24.939], [5.195, -13.735, 24.533], [3.955, -12.812, 23.686], [5.409, -9.023, 23.456], [6.768, -8.975, 23.252], [7.353, -7.758, 23.709], [6.456, -6.898, 24.235], [4.846, -7.562, 24.277], [3.083, -9.735, 23.744], [2.365, -8.634, 23.416], [1.183, -8.465, 24.189], [1.062, -9.452, 25.121], [2.328, -10.630, 25.049], [6.760, -10.783, 24.796], [7.089, -13.305, 25.490], [5.049, -14.785, 24.720], [7.303, -9.766, 22.734], [8.409, -7.541, 23.566], [6.621, -5.890, 24.577], [2.649, -7.990, 22.596], [0.453, -7.674, 24.023], [0.291, -9.588, 25.842], [3.666, -13.249, 20.055], [3.806, -14.618, 20.041], [3.218, -15.380, 19.014], [3.061, -16.743, 19.124], [3.594, -17.430, 20.236], [4.303, -16.697, 21.205], [4.425, -15.329, 21.106], [2.840, -14.860, 18.141], [2.541, -17.295, 18.347], [3.461, -18.495, 20.358], [4.771, -17.200, 22.040], [4.964, -14.751, 21.842], [2.541, -11.032, 18.730], [1.207, -11.481, 18.374], [0.295, -10.573, 17.842], [-1.047, -10.922, 17.675], [-1.528, -12.170, 18.042], [-0.597, -13.112, 18.494], [0.733, -12.773, 18.684], [0.600, -9.566, 17.638], [-1.706, -10.197, 17.211], [-2.593, -12.353, 18.005], [-0.868, -14.133, 18.661], [1.414, -13.506, 19.089]], "lowdin_charge": [1.254, -0.037, -0.571, -0.039, -0.032, -0.210, -0.042, 0.756, -0.153, -0.623, -0.019, -0.040, -0.039, -0.149, -0.602, -0.032, -0.031, -0.037, 0.085, 0.076, 0.096, 0.087, 0.090, 0.062, 0.092, 0.068, 0.091, 0.073, 0.081, 0.094, 0.076, 0.089, 0.084, 0.073, 0.087, 0.092, 0.086, 0.081, 0.085, 0.065, 0.092, 0.091, 0.097, 0.088, 0.078, 0.900, -0.729, -0.128, -0.070, -0.071, -0.149, 0.021, 0.080, 0.099, 0.097, 0.089, -0.329, -0.595, -0.474, -0.106, -0.190, -0.378, 0.913, -0.385, -0.164, -0.197, -0.411, 1.069, -0.493, -0.240, -0.178, -0.404, 0.993, 0.102, 0.096, 0.060, 0.103, 0.100, 0.051, 0.097, 0.105, 0.049, -0.290, -0.354, -0.072, -0.101, -0.109, -0.110, -0.061, 0.106, 0.092, 0.080, 0.090, 0.072, -0.742, -0.353, -0.110, -0.112, -0.120, -0.110, -0.103, 0.053, 0.089, 0.083, 0.088, 0.046], "gap_ev": [5.29, 4.76], "charge": -1, "homo_energy_ev": [-3.0, -2.5], "lumo_energy_ev": [2.3, 2.3], "e_above_lowest_ev": 3.105, "spin_multiplicity": 1}